Molecular formula: C71H146F18N7O15S2
Method: DFT, the ωB97M-V functional and the def2-TZVPD basis

Element x y z (Å)
C  -5.25557  3.64111  -2.15049
N  -4.62803  3.72860  -0.84276
C  -3.98559  5.09926  -0.69536
C  -5.74326  3.57024  0.20241
C  -3.51701  2.64455  -0.45060
C  -4.02206  1.17895  -0.77542
O  -4.08729  0.97585  -2.10318
H  -4.67432  3.76465  -3.02830
H  -6.15155  4.29764  -2.13263
H  -5.57452  2.58264  -2.28492
H  -3.30793  5.14241  -1.54342
H  -3.46340  5.28989  0.28342
H  -4.67299  5.89083  -0.95066
H  -6.65587  3.84412  -0.28598
H  -5.46973  4.09608  1.10607
H  -5.75550  2.52895  0.41834
H  -3.33999  3.00273  0.56771
H  -2.68048  2.94760  -1.03687
H  -5.02820  1.07845  -0.30202
H  -3.30670  0.43331  -0.31220
H  -3.06746  0.26203  -2.75637
C  0.66803  0.38399  0.30021
C  -0.17275  -0.87232  0.00226
C  0.73324  -1.95358  -0.51263
N  0.12110  -3.24425  -0.91703
C  -0.95306  -2.95948  -1.89604
C  -0.57131  -4.02840  0.23119
C  0.29163  -5.24964  0.38610
C  0.87043  -5.50562  -1.03642
C  1.32626  -4.12854  -1.39991
H  0.68154  1.03669  -0.58741
H  1.71823  0.14754  0.50770
H  0.25838  0.93989  1.09290
H  -0.95190  -0.60974  -0.74170
H  -0.68866  -1.29477  0.90758
H  1.54093  -2.22708  0.12973
H  1.31768  -1.53792  -1.32450
H  -1.97611  -2.86623  -1.40583
H  -1.04642  -3.85667  -2.55354
H  -0.58919  -2.14992  -2.54618
H  -1.58527  -4.22773  -0.13510
H  -0.68638  -3.38122  1.11543
H  -0.23990  -6.11384  0.84751
H  1.10661  -5.04915  1.07218
H  0.08550  -5.80108  -1.72422
H  1.57388  -6.31938  -1.01169
H  1.42561  -3.95679  -2.41717
H  2.15459  -3.93391  -0.77988
C  -3.82993  -4.48147  -5.30021
C  -5.12367  -3.91349  -4.68483
C  -4.71154  -3.07462  -3.47990
N  -5.96138  -2.59163  -2.68545
C  -5.45099  -2.22360  -1.34463
C  -7.08614  -3.59376  -2.52953
C  -8.18929  -2.63222  -2.14830
C  -7.81007  -1.19085  -2.47842
C  -6.51646  -1.33000  -3.27651
H  -4.13262  -5.17690  -6.12011
H  -3.15584  -5.02283  -4.66241
H  -3.28772  -3.71487  -5.90025
H  -5.67790  -4.74593  -4.22910
H  -5.75741  -3.39354  -5.42056
H  -4.28073  -2.14236  -3.71734
H  -4.19484  -3.71053  -2.78153
H  -5.27920  -3.15338  -0.79636
H  -6.11234  -1.56454  -0.83195
H  -4.49188  -1.71438  -1.49397
H  -6.86843  -4.39142  -1.76749
H  -7.31606  -3.99940  -3.54941
H  -8.43512  -2.59511  -1.11470
H  -9.07584  -2.80709  -2.74566
H  -7.59039  -0.61804  -1.60964
H  -8.60455  -0.63580  -3.03710
H  -5.71486  -0.60238  -3.05984
H  -6.68541  -1.54246  -4.31998
C  0.87562  5.92029  0.35523
C  1.78771  5.13006  -0.60426
C  2.01174  5.96201  -1.84007
N  3.05203  5.47496  -2.77782
C  4.41194  5.69104  -2.07811
C  3.18929  6.23707  -4.07294
C  3.86660  5.35525  -5.12664
C  3.91907  3.96356  -4.42873
C  2.84043  4.05122  -3.35450
H  0.21021  6.56611  -0.23434
H  1.45475  6.55990  0.98994
H  0.23792  5.28854  1.01867
H  1.29604  4.15675  -0.84581
H  2.73577  4.92206  -0.10590
H  2.26767  6.99450  -1.63648
H  1.12893  5.97656  -2.49363
H  4.75672  4.97829  -1.29624
H  4.43700  6.70755  -1.69497
H  5.19320  5.54549  -2.92342
H  3.60643  7.20448  -3.79334
H  2.18842  6.41748  -4.48292
H  4.85115  5.65190  -5.48388
H  3.24100  5.22505  -6.02188
H  4.90626  3.87617  -4.01099
H  3.61948  3.12190  -5.10040
H  2.94787  3.21965  -2.61458
H  1.82756  4.08766  -3.77918
C  10.10381  -4.18821  -4.66142
C  8.74230  -3.66941  -4.21203
C  8.39316  -2.32112  -4.82258
N  7.29957  -1.60419  -4.16288
C  7.69424  -1.36361  -2.72608
C  5.99762  -2.45883  -4.20934
C  4.92486  -1.63248  -4.94298
C  5.49260  -0.15672  -4.78668
C  6.96405  -0.34771  -4.88806
H  10.06066  -4.41229  -5.72929
H  10.41545  -5.08142  -4.13277
H  10.90089  -3.46423  -4.46206
H  8.62035  -3.55682  -3.11356
H  7.92732  -4.41673  -4.33914
H  8.21382  -2.52925  -5.89423
H  9.21416  -1.63679  -4.75839
H  8.76390  -1.04659  -2.79090
H  7.50907  -2.33725  -2.20194
H  7.15209  -0.53592  -2.34011
H  5.86607  -2.80067  -3.16779
H  6.24645  -3.36699  -4.81128
H  3.92443  -1.72401  -4.46284
H  4.94160  -1.91396  -5.97703
H  5.11828  0.22002  -3.82440
H  5.06613  0.52739  -5.51121
H  7.55252  0.47982  -4.48783
H  7.15278  -0.44052  -5.94445
C  -8.75650  7.49764  5.62955
C  -8.21406  6.24357  6.36274
C  -6.70498  6.13861  6.29476
N  -6.20794  4.75202  6.52164
C  -6.65765  3.82225  5.46658
C  -6.50987  4.18865  7.91768
C  -5.44163  3.13343  8.12389
C  -4.15098  3.62806  7.37473
C  -4.74376  4.84417  6.61091
H  -8.40914  7.51161  4.58551
H  -8.45406  8.38156  6.12330
H  -9.86013  7.57285  5.70001
H  -8.69675  5.33496  5.93658
H  -8.48237  6.28487  7.42849
H  -6.24565  6.82737  6.93330
H  -6.27957  6.48247  5.30944
H  -7.66910  4.07201  5.20763
H  -6.45169  2.78387  5.75504
H  -6.10241  4.05047  4.54613
H  -7.53782  3.80669  7.85606
H  -6.51858  5.02710  8.58731
H  -5.82309  2.18821  7.70614
H  -5.28620  2.96876  9.20686
H  -3.82510  2.82945  6.66786
H  -3.41405  4.08962  7.96968
H  -4.31159  5.03626  5.62373
H  -4.59915  5.72625  7.15819
C  1.72064  4.38734  3.56534
C  2.10141  2.91878  3.32838
C  2.61409  2.34949  4.64475
N  2.68465  0.89584  4.86626
C  1.28082  0.38983  4.99451
C  3.53654  0.65057  6.10888
C  4.98055  0.62965  5.51529
C  4.85500  0.44154  3.99755
C  3.40389  0.12207  3.75715
H  0.63087  4.48762  3.77772
H  1.84686  4.91224  2.64773
H  2.27336  4.77224  4.41019
H  2.85195  2.82299  2.50244
H  1.21324  2.41206  2.88918
H  2.15873  2.74686  5.56815
H  3.60748  2.71534  4.71954
H  1.19578  -0.69807  5.12291
H  0.70318  0.77919  4.15059
H  0.94723  0.95676  5.92595
H  3.35887  -0.39639  6.50256
H  3.35112  1.41986  6.82737
H  5.52980  -0.19414  5.94144
H  5.52591  1.59559  5.65623
H  5.52643  -0.33869  3.68184
H  5.16566  1.38579  3.50571
H  3.31697  -0.94405  4.00502
H  3.01026  0.34256  2.75573
C  -1.77534  0.95364  -3.97504
O  -1.34094  0.68051  -5.28606
O  -2.23434  -0.16998  -3.30055
C  -0.56983  1.61822  -3.36882
F  -0.91642  2.24938  -2.24192
F  0.46614  0.84742  -3.11371
F  -0.13874  2.63884  -4.18249
C  -2.38572  0.70850  -6.29313
C  -1.70627  0.62483  -7.68577
H  -0.85450  1.31923  -7.75617
H  -1.23424  -0.35159  -7.70997
H  -2.39075  0.69895  -8.62367
H  -2.93602  1.65224  -6.24657
H  -3.02091  -0.21865  -6.11959
H  -2.64715  1.56851  -3.99972
C  5.27022  -4.57574  -1.70868
O  4.44594  -4.69384  -0.43104
O  6.41543  -3.94171  -1.68359
C  5.41151  -6.16504  -2.07983
F  5.68958  -6.97043  -1.04035
F  4.25109  -6.55388  -2.58891
F  6.27317  -6.47869  -3.02390
C  5.23375  -4.48217  0.82814
C  5.33367  -2.96905  1.35411
H  5.38091  -2.96653  2.39165
H  6.07740  -2.39937  0.90335
H  4.38846  -2.48626  1.17550
H  6.27466  -4.86518  0.71029
H  4.63959  -5.08548  1.48755
H  4.44296  -4.25693  -2.46029
C  -3.55535  -5.50574  -0.64758
O  -4.82860  -6.05255  -1.25101
O  -3.46969  -4.31871  -0.99115
C  -3.77331  -5.67758  0.84232
F  -4.95751  -5.16506  1.18397
F  -3.67630  -7.00576  1.14433
F  -2.72640  -5.09260  1.55212
C  -5.12363  -7.43407  -1.49919
C  -5.59066  -7.56916  -2.93359
H  -6.51365  -7.01977  -3.15512
H  -4.74471  -7.22328  -3.60799
H  -5.85792  -8.53036  -3.23333
H  -5.78942  -7.92360  -0.79933
H  -4.23380  -8.02082  -1.35723
H  -2.67199  -6.20088  -0.92345
C  3.03788  -3.33565  5.64906
O  4.31762  -3.75279  5.15761
O  2.87960  -2.03116  5.60401
C  2.22820  -4.12477  4.50361
F  0.82159  -4.00199  4.51812
F  2.59059  -3.83857  3.28188
F  2.44677  -5.43761  4.68712
C  5.38118  -3.80558  6.00725
C  6.60974  -3.09469  5.57823
H  7.34649  -2.88189  6.40469
H  7.05661  -3.38882  4.64550
H  6.19545  -2.11527  5.25665
H  5.60700  -4.88032  6.24620
H  5.05368  -3.34302  6.95083
H  2.93558  -3.86108  6.61373
C  -3.61823  1.28128  3.73262
F  -2.62174  0.70991  4.40194
F  -3.85924  0.74099  2.53612
F  -4.77361  1.09771  4.45644
S  -3.21893  3.00486  3.52382
O  -2.17098  3.05137  2.52867
O  -4.49256  3.47947  2.98347
O  -2.79367  3.55171  4.79928
C  5.72243  1.17248  0.05490
F  6.32363  1.87816  1.02515
F  6.62861  0.39397  -0.57996
F  4.85004  0.28128  0.67315
S  4.94679  2.31763  -1.08168
O  6.07273  3.02377  -1.72194
O  4.20371  1.48756  -1.97215
O  4.12149  3.26046  -0.33757

Properties
**Lowest unoccupied orbital energy**: -1.8 eV
**Net charge**: +1
**HOMO-LUMO gap**: 6.6 eV